{"formula": "C3H6N4", "method": "ωB97M-V with the def2-TZVPD basis set", "spin_multiplicity": 1, "e_above_lowest_ev": 4.684, "smiles": "CN1C=NNC=N1", "fmax_ev_per_a": 6.06, "e_tot_ha": -336.7771, "symbols": ["N", "C", "N", "C", "H", "H", "H", "H", "H", "H", "N", "C", "N"], "coordinates": [[-1.0330, 1.2129, -0.1466], [-0.9985, -1.1601, -0.0529], [0.7835, 0.0070, 0.3671], [2.1697, -0.0972, -0.0111], [-2.7882, -0.1733, 0.0301], [2.6987, 0.9062, 0.1194], [2.3412, -0.6907, -0.9061], [2.4059, -0.7852, 1.0276], [0.8487, 2.0194, -0.1592], [-1.6982, -2.0066, -0.2361], [0.2333, -1.0872, -0.2567], [0.2150, 1.1120, -0.2049], [-1.7161, 0.0961, 0.2844]], "nbo_charge": [-0.251, 0.239, -0.333, -0.421, 0.398, 0.203, 0.220, 0.206, 0.201, 0.190, -0.333, 0.165, -0.484]}